Record 1
DFT (the ωB97M-V functional and the def2-TZVPD basis) results for C32H30AsCl3GeKN6O2S as an isolated structure.

Structure (XYZ):
```
77
Properties=species:S:1:pos:R:3
C 1.75051 2.72458 -3.31910
H -3.66576 -1.92103 -6.80807
H 1.41581 4.79409 -3.75811
C 2.36180 1.15479 3.98347
S 0.50869 -2.73068 -0.54704
H 2.63385 2.63409 -3.93438
H 3.13476 -3.13324 3.36834
H 2.35112 0.27750 4.64420
H 3.10849 1.01264 3.18918
C 0.51821 2.79054 1.81851
N 2.06205 -2.92919 1.58998
N 3.20914 -2.41605 -0.43545
C -0.46687 2.80082 -1.74772
C -0.86338 1.44138 4.47420
C -4.47924 -0.24969 1.27729
H -0.56121 6.08455 -2.71387
H -0.81038 0.55885 5.12574
C -3.23681 -3.57867 -3.33815
H -3.12144 -4.05062 -2.36839
O 1.83574 -1.01367 0.84841
H -2.36641 -0.77313 -5.05197
C 4.38499 -2.67182 1.70081
C -3.96801 -4.22079 -4.33140
Cl 3.26304 0.28847 -2.98996
N -1.84144 1.51237 -0.44554
Cl 2.89139 3.20378 -0.88246
H -0.46739 2.78090 1.33150
C -2.65679 -2.33511 -3.59175
N -1.29735 -1.13912 -1.74819
C -4.46272 -1.13186 2.36939
C 4.29015 -2.41839 0.26162
H -1.10470 -1.18611 2.79432
H -1.82309 1.45094 3.94080
H -3.19716 -2.15889 3.78095
O 0.34827 -0.02734 2.34042
C 2.01218 -2.67198 0.21641
C -1.90314 -1.67170 -2.56912
H -0.77207 2.35445 5.08389
H -4.21262 2.15428 -1.75463
H -6.62420 -0.18550 0.92399
C -5.54034 1.02925 -0.47909
H -5.38796 -1.53636 2.76655
C -3.23040 0.23842 0.83412
H 2.61248 2.05361 4.56908
H -6.42700 1.34164 -1.01994
H 5.23915 -2.21534 -0.24246
H 5.34227 -2.65110 2.19766
Cl 4.42466 0.26074 0.38028
C -5.64876 0.16853 0.60874
C -1.94037 5.12540 -1.37884
N 0.18455 1.64477 -1.82247
Ge 2.82651 1.00087 -0.92639
H -3.16579 3.92358 -0.07143
C -3.11585 1.14070 -0.20247
C -4.12181 -3.62428 -5.57885
C -3.24772 -1.48233 2.93708
N -2.05523 -0.09564 1.35648
C -3.54476 -2.38464 -5.83492
H 1.78092 0.65230 -2.64473
H -2.52386 6.02309 -1.20449
C -0.07332 3.98809 -2.40775
C 1.27120 1.62390 -2.60059
H -4.41860 -5.18746 -4.13358
C -4.28439 1.50153 -0.89097
H 1.17995 -3.12518 2.03698
C -0.83669 5.15890 -2.22052
K -0.00176 0.00066 0.00443
H 0.67782 3.76744 2.30082
C 3.21584 -2.92371 2.30774
C -2.81302 -1.73956 -4.84398
H -4.69278 -4.12671 -6.35316
C -2.31325 3.93001 -0.74348
H 1.30098 2.62425 1.06564
C -1.60212 2.74034 -0.96048
C 1.06871 3.92000 -3.21735
As 0.59627 1.36815 3.16859
C -2.07905 -0.94274 2.39291
```

Summary:
Electronic energy (Eh): -8407.618094
Total charge: -2
Spin multiplicity: 2
HOMO energy (spin up / spin down) (eV): -0.75 / -0.75
Gap between HOMO and LUMO (spin up / spin down) (eV): 4.65 / 4.65

Results of the Mulliken charge analysis, in e, for atoms 1 through 8: -0.90, 0.36, 0.30, -0.98, -0.56, 0.42, 0.38, 0.31


Record 2
DFT (the ωB97M-V functional and the def2-TZVPD basis) results for C32H30N3O7RhSb as an isolated structure.

Structure (XYZ):
```
74
Properties=species:S:1:pos:R:3
C -2.51352 2.56692 -0.67222
H 0.03587 3.75963 -0.94051
C 1.55966 1.01325 -4.25084
C -2.21274 1.88540 1.62075
C 0.47001 -4.18866 1.89056
H 2.99449 -2.31199 4.05456
H -0.39843 1.59254 2.74994
C 3.03168 3.70678 1.45838
N 0.40373 -2.79475 -1.77644
C -0.92747 0.91410 -3.07408
Sb 0.02227 0.80369 -0.13347
H 3.60532 0.85920 -2.69634
C 0.42659 0.95598 -5.04861
C 1.59804 4.90561 -0.04252
H 3.24602 5.79195 1.01274
Rh -0.68256 -1.92306 0.16428
O 3.60326 -4.23755 5.48432
H 2.89281 1.99406 -1.54477
H -1.87941 1.39512 3.68474
H 0.17504 -3.74765 -1.50830
O 2.58275 -6.13097 4.91066
H -1.40830 0.13285 2.54995
C 2.74332 1.04114 -2.05423
O -1.18010 -4.16227 0.19104
C 2.28345 -2.85153 3.44566
H -4.24503 3.75641 -1.10192
C -0.82432 0.89694 -4.45750
C -0.54487 -4.91035 0.98188
C 0.88381 3.73712 -0.26515
H -0.30725 -3.17730 -3.76759
H 2.54107 1.02992 -4.71255
H 1.30856 5.82165 -0.54229
C -3.56267 -1.18184 0.37428
H 2.92305 0.45425 1.23303
C 1.23510 2.54356 0.36017
C 1.47017 1.02977 -2.86086
C 2.75154 1.26789 1.94152
C 2.05070 -4.20122 3.67786
O -4.68074 -1.03241 0.84432
O -2.60477 -2.12953 -3.64697
O -2.46824 -1.23495 1.07374
H -4.09189 -1.95327 -1.58095
N 0.69906 -2.89412 1.66628
H 0.92337 -5.93255 3.02447
H -3.73495 2.54135 2.96657
H 3.87588 3.69350 2.13915
H 1.71768 -1.19365 2.19153
C 2.83637 -4.85314 4.79343
C -1.78484 1.87153 0.28477
H -1.71831 0.79927 -5.05863
C -3.68558 3.23259 -0.33691
C 2.32379 2.52703 1.23559
C -0.32227 -2.40660 -2.99439
C 2.67876 4.88852 0.82579
N -2.01189 -1.57811 -1.50257
C 0.20158 1.00123 -2.26157
C 1.13742 -4.88081 2.89285
C -1.42525 1.21257 2.71089
H -3.65332 -0.25825 -1.53076
H 1.98579 0.93624 2.64807
C 1.58355 -2.24163 2.42563
H -2.16939 2.61474 -1.69672
H -5.05645 3.70536 1.24369
C -4.13271 3.21030 0.97165
H 0.52489 0.93132 -6.12684
H -1.90720 0.79962 -2.63238
H 0.15185 -1.51255 -3.40244
H 3.67372 1.42513 2.50118
H 2.73459 0.26113 -1.28553
O -0.60702 -6.13224 1.10959
H 1.40471 -2.71417 -1.90122
C -3.38997 2.55159 1.93937
C -1.78409 -2.03946 -2.71965
C -3.37576 -1.25216 -1.14715
```

Summary:
Electronic energy (Eh): -2279.198783
Total charge: -1
Spin multiplicity: 5
HOMO energy (spin up / spin down) (eV): -4.95 / -4.94
Gap between HOMO and LUMO (spin up / spin down) (eV): 6.78 / 3.86

Results of the Mulliken charge analysis, in e, for atoms 1 through 8: -0.99, 0.35, -0.78, 0.45, 0.69, 0.52, 0.10, -0.71


Record 3
DFT (the ωB97M-V functional and the def2-TZVPD basis) results for C32H31BF6O2S as an isolated structure.

Structure (XYZ):
```
73
Properties=species:S:1:pos:R:3
S 2.58062 -2.15646 2.27819
F -2.57268 2.96867 1.46764
C 0.77402 -2.08343 0.39178
C 4.08716 -5.23380 -2.27586
C 1.56106 -1.11908 1.14376
H 6.32539 -3.49007 -2.00963
H 2.53999 -3.63857 -4.10225
F 3.01839 2.25703 4.50007
C 5.31252 -3.06680 -2.07508
C 3.08537 -3.17871 -3.26553
H -0.87060 2.96698 3.64179
H 7.90079 1.84855 -3.37804
C -0.43744 0.34028 -2.77052
H 2.81508 -4.98578 2.99529
C 6.04486 1.24429 -0.70889
H 5.39191 -3.29421 -4.82024
H 2.44397 -3.17935 -2.36117
H 4.85560 0.32400 0.82001
C 4.05477 0.40457 -2.57542
C -0.40130 2.10661 3.17752
C -0.54037 0.15817 1.73861
C 3.84896 0.22386 -1.08976
H -0.00101 -1.74848 -0.29417
C 0.83094 1.67380 -0.67799
H 3.68222 -5.07620 1.44834
H 4.88264 -2.99446 -1.05583
H 8.11457 2.47626 -1.73523
B 4.31766 -1.11826 -3.02937
C 7.39306 2.35131 -2.54604
C 1.39961 0.47049 -1.17171
H 5.37041 1.41395 -4.03619
C 1.72277 2.67279 4.36278
O 3.30208 -1.78944 -3.64643
H 0.80147 -4.24061 -0.05993
C 1.53318 0.69577 2.84086
F -3.06534 0.87744 0.99848
H -0.83702 3.02038 -0.69739
C 0.82044 -0.09752 1.93816
H 5.00969 -5.78086 -2.04323
H 2.58139 0.49804 3.05224
H 1.38275 2.23227 0.08310
C 2.15295 -3.60322 1.51183
O 5.45907 -1.72984 -2.61037
F 1.76532 3.96725 3.90708
C 4.94331 0.55626 -0.24504
F -3.36180 1.64276 3.04464
C -1.04946 1.44937 -2.17310
H -1.13437 -0.47942 1.08769
H 1.33178 -0.90866 -2.82942
C 2.69688 -4.91918 1.90725
C 6.19265 1.56924 -2.08028
F 1.17212 2.71000 5.61898
C 5.25699 1.15966 -2.98085
H 3.55569 -5.02983 -1.33529
H 2.60017 -0.46407 0.52997
C 0.92856 1.79206 3.43739
H 6.82733 1.57302 -0.02360
H -0.92798 -0.17521 -3.59909
H 3.45011 -5.86457 -2.90875
H -2.02930 1.79157 -2.51042
C -0.39117 2.12863 -1.14106
H 2.03289 -5.72131 1.56892
H 6.07719 -4.76374 -4.06565
H 7.10985 3.35005 -2.90137
C 0.80390 -0.09902 -2.32055
C 2.59788 -0.08420 -0.55821
C 5.14739 -4.22683 -4.29403
C 1.18909 -3.39787 0.51296
H 4.52377 -4.85690 -4.93955
H 3.15763 0.74235 -3.10329
C -1.11627 1.29040 2.31093
C -2.52696 1.68435 1.96281
C 4.41221 -3.92976 -2.98855
```

Summary:
Electronic energy (Eh): -2410.684991
HOMO energy (eV): -6.95
Gap between HOMO and LUMO (eV): 6.72

Results of the Mulliken charge analysis, in e, for atoms 1 through 8: -0.30, -0.25, -0.53, -1.83, 1.76, 0.48, 0.47, -0.28